1.
Here is a cluster of 2 separate species, C3H10N5 in total from the Open Molecules 2025 dataset. Energies are from wB97M-V/def2-TZVPD.

Each atom is followed by the atoms it is bonded to, with distances in Å.
Positions of all 18 atoms, in Å:
1 C 1.424 -1.650 -0.411  N4 1.821, N7 1.268
2 C 0.117 -0.403 2.472  N4 1.688, H9 1.116, H10 1.145, H11 1.117
3 C 1.169 -1.298 -2.728  N7 1.436, H12 1.032, H13 1.152, H14 1.086
4 N 0.436 -0.804 0.864  C1 1.821, C2 1.688, N5 1.236
5 N -0.202 0.006 0.183  N4 1.236, N6 1.241
6 N 0.035 0.083 -1.033  N5 1.241, N7 1.419
7 N 0.979 -0.927 -1.353  C1 1.268, C3 1.436, N6 1.419
8 N -1.585 2.113 0.655  H15 1.130, H16 1.035, H17 1.025, H18 1.008
9 H 0.365 0.678 2.605  C2 1.116
10 H 0.764 -1.271 2.843  C2 1.145
11 H -0.933 -0.694 2.716  C2 1.117
12 H 1.276 -0.576 -3.458  C3 1.032
13 H 2.082 -1.994 -2.821  C3 1.152
14 H 0.202 -1.757 -2.914  C3 1.086
15 H -1.051 1.137 0.462  N8 1.130
16 H -1.529 2.581 -0.267  N8 1.035
17 H -0.991 2.677 1.270  N8 1.025
18 H -2.559 2.097 0.915  N8 1.008

Output
LUMO	-3.399	eV
molar mass	116.15	g mol⁻¹
charge	+1
HOMO energy	-13.65	eV

Löwdin atomic charge list, values in e, 6 entries:
1 C 0.1669
2 C 0.0506
3 C -0.0251
4 N -0.0478
5 N -0.2097
6 N 0.0733



2.
Here is the ion C3H10N5 with charge +1 from the Open Molecules 2025 dataset. Energies are from wB97M-V/def2-TZVPD.

Each atom is followed by the atoms it is bonded to, with distances in Å.
Positions of all 18 atoms, in Å:
1 C 2.805 -0.254 -0.952  N2 1.398, H9 1.171, H10 1.078, H11 1.134
2 N 1.574 -0.050 -0.323  C1 1.398, C3 1.270
3 C 0.557 -0.499 -0.937  N2 1.270, C4 1.483, H12 1.137
4 C -0.749 -0.407 -0.241  C3 1.483, N5 1.368, N6 1.365
5 N -1.896 -0.887 -0.810  C4 1.368, H13 1.043, H14 0.953
6 N -0.939 0.431 0.820  C4 1.365, N7 1.423, N8 1.324
7 N -2.171 0.261 1.512  N6 1.423, H15 1.008, H16 1.078
8 N -0.006 1.140 1.435  N6 1.324, H17 1.023, H18 1.038
9 H 2.664 -0.737 -2.009  C1 1.171
10 H 3.235 0.735 -0.967  C1 1.078
11 H 3.465 -0.714 -0.154  C1 1.134
12 H 0.496 -0.975 -1.968  C3 1.137
13 H -1.953 -1.560 -1.605  N5 1.043
14 H -2.700 -0.734 -0.321  N5 0.953
15 H -2.078 0.705 2.413  N7 1.008
16 H -3.046 0.609 0.987  N7 1.078
17 H -0.242 2.019 1.901  N8 1.023
18 H 0.984 0.917 1.219  N8 1.038

Output
LUMO (spin up / spin down)	-4.317 / -4.317	eV
SMILES	C/N=C/C(=[NH2+])N(N)N
molar mass	116.15	g mol⁻¹
charge	+1
HOMO energy (spin up / spin down)	-12.61 / -12.61	eV

Löwdin atomic charge list, values in e, 6 entries:
1 C -0.1052
2 N -0.0442
3 C -0.0704
4 C -0.1835
5 N 0.1863
6 N -0.1861



3.
Here is the ion C3H10N5 with charge +1 from the Open Molecules 2025 dataset. Energies are from wB97M-V/def2-TZVPD.

Each atom is followed by the atoms it is bonded to, with distances in Å.
Positions of all 18 atoms, in Å:
1 C -0.379 -1.517 -1.747  N2 1.442, H9 1.088, H10 1.091, H11 1.096
2 N 0.102 -0.269 -1.210  C1 1.442, N3 1.327, C4 1.833
3 N 1.425 -0.173 -1.169  N2 1.327, H12 1.018, H13 1.010
4 C -0.742 0.046 0.386  N2 1.833, N5 1.300, C6 1.400
5 N -1.935 -0.460 0.499  C4 1.300, H14 1.015, H15 1.009
6 C -0.200 1.011 1.243  C4 1.400, N7 1.299, H16 1.098
7 N 0.948 1.569 1.002  C6 1.299, N8 1.284
8 N 1.455 2.435 1.802  N7 1.284, H17 1.019, H18 1.009
9 H -1.433 -1.420 -2.002  C1 1.088
10 H 0.169 -1.697 -2.673  C1 1.091
11 H -0.218 -2.377 -1.086  C1 1.096
12 H 1.964 -0.959 -0.810  N3 1.018
13 H 1.759 0.740 -0.898  N3 1.010
14 H -2.607 -0.103 1.171  N5 1.015
15 H -2.242 -1.198 -0.116  N5 1.009
16 H -0.766 1.254 2.153  C6 1.098
17 H 0.999 2.732 2.664  N8 1.019
18 H 2.341 2.843 1.541  N8 1.009

Output
LUMO (spin up / spin down)	-4.511 / -4.511	eV
SMILES	CN(N)/C(N)=C\N=[NH2+]
molar mass	116.15	g mol⁻¹
charge	+1
HOMO energy (spin up / spin down)	-12.38 / -12.38	eV

Löwdin atomic charge list, values in e, 6 entries:
1 C -0.0964
2 N -0.1437
3 N 0.0179
4 C -0.0995
5 N 0.1988
6 C -0.1226



On energetic grounds, 2 is preferred over the next structure by 28.3 kJ/mol.



1.
Here is the molecule C3H7OS2 from the Open Molecules 2025 dataset. Energies are from wB97M-V/def2-TZVPD.

Each atom is followed by the atoms it is bonded to, with distances in Å.
Positions of all 13 atoms, in Å:
1 C 0.725 -0.685 0.119  C2 1.566, C4 1.554, H7 1.099, H8 1.092
2 C 1.836 0.352 0.499  C1 1.566, O3 1.335, H9 1.100, H10 1.121
3 O 2.519 0.940 -0.487  C2 1.335
4 C -0.540 0.035 -0.425  C1 1.554, S5 1.806, H11 1.103, H12 1.099
5 S -1.831 -1.214 -0.613  C4 1.806, S6 2.087
6 S -3.560 -0.201 -0.029  S5 2.087, H13 1.351
7 H 0.455 -1.082 1.108  C1 1.099
8 H 1.121 -1.409 -0.596  C1 1.092
9 H 1.234 1.130 0.991  C2 1.100
10 H 2.377 -0.240 1.281  C2 1.121
11 H -0.244 0.562 -1.348  C4 1.103
12 H -0.693 0.885 0.255  C4 1.099
13 H -3.398 0.925 -0.756  S6 1.351

Output
LUMO (spin up / spin down)	0.433 / -1.822	eV
molar mass	123.22	g mol⁻¹
multiplicity	2
⟨S²⟩	0.75
charge	0
HOMO energy (spin up / spin down)	-8.66 / -8.64	eV

Löwdin atomic charge list, values in e, 6 entries:
1 C -0.2586
2 C -0.3585
3 O 0.0529
4 C -0.5996
5 S 0.4312
6 S 0.2900



2.
Here is the molecule C3H7OS2 from the Open Molecules 2025 dataset. Energies are from wB97M-V/def2-TZVPD.

Each atom is followed by the atoms it is bonded to, with distances in Å.
Positions of all 13 atoms, in Å:
1 C 0.050 -0.158 0.877  C2 1.826, C4 1.424, H7 1.151, H8 1.101
2 C -1.158 -1.268 0.075  C1 1.826, O3 1.390, H9 1.250, H10 1.200
3 O -0.996 -1.059 -1.289  C2 1.390
4 C -0.154 1.075 0.195  C1 1.424, S5 1.790, H11 1.116, H12 1.094
5 S 1.250 2.024 -0.383  C4 1.790, S6 2.130
6 S 2.673 1.037 -1.622  S5 2.130, H13 1.363
7 H -0.332 -0.131 1.962  C1 1.151
8 H 1.010 -0.626 0.607  C1 1.101
9 H -2.197 -0.900 0.665  C2 1.250
10 H -0.809 -2.359 0.432  C2 1.200
11 H -0.646 0.827 -0.776  C4 1.116
12 H -0.861 1.752 0.683  C4 1.094
13 H 2.170 -0.215 -1.426  S6 1.363

Output
LUMO (spin up / spin down)	0.263 / -2.207	eV
molar mass	123.22	g mol⁻¹
multiplicity	2
⟨S²⟩	0.76
charge	0
HOMO energy (spin up / spin down)	-8.17 / -8.15	eV

Löwdin atomic charge list, values in e, 6 entries:
1 C -0.1828
2 C -0.2530
3 O -0.0816
4 C -0.6711
5 S 0.4322
6 S 0.3020



On energetic grounds, 1 is preferred over the next structure by 165.6 kJ/mol.



1.
Here is the molecule CH5BS from the Open Molecules 2025 dataset. Energies are from wB97M-V/def2-TZVPD.

Each atom is followed by the atoms it is bonded to, with distances in Å.
Positions of all 8 atoms, in Å:
1 B 1.492 0.051 0.073  S3 1.982, H4 1.181, H5 1.091
2 C -1.560 0.186 0.058  S3 1.736, H6 1.045, H7 0.997
3 S -0.230 -0.931 0.050  B1 1.982, C2 1.736, H8 1.312
4 H 2.157 0.461 -0.813  B1 1.181
5 H 1.650 0.427 1.085  B1 1.091
6 H -1.363 1.092 -0.423  C2 1.045
7 H -1.948 0.301 0.970  C2 0.997
8 H -0.293 -0.927 -1.260  S3 1.312

Output
LUMO (spin up / spin down)	-0.650 / -0.650	eV
molar mass	59.93	g mol⁻¹
charge	0
HOMO energy (spin up / spin down)	-7.40 / -7.40	eV

Löwdin atomic charge list, values in e, 6 entries:
1 B -0.1035
2 C -0.4112
3 S 0.7994
4 H -0.0092
5 H -0.0706
6 H -0.0480



2.
Here is the molecule CH5BS from the Open Molecules 2025 dataset. Energies are from wB97M-V/def2-TZVPD.

Each atom is followed by the atoms it is bonded to, with distances in Å.
Positions of all 8 atoms, in Å:
1 B 1.944 0.045 0.200  S3 1.821, H4 1.159, H5 1.139
2 C -2.072 -0.142 0.240  S3 2.219, H6 1.174, H7 1.132
3 S 0.133 -0.005 0.027  B1 1.821, C2 2.219, H8 1.304
4 H 2.283 -1.043 -0.013  B1 1.159
5 H 2.317 1.104 0.394  B1 1.139
6 H -2.199 0.191 -0.879  C2 1.174
7 H -2.178 0.867 0.743  C2 1.132
8 H -0.228 -1.017 -0.712  S3 1.304

Output
LUMO	-0.528	eV
molar mass	59.93	g mol⁻¹
charge	0
HOMO energy	-8.69	eV

Löwdin atomic charge list, values in e, 6 entries:
1 B -0.3002
2 C -0.1813
3 S 0.7821
4 H -0.0274
5 H -0.0355
6 H -0.0498



On energetic grounds, 1 is preferred over the next structure by 75.3 kJ/mol.